#P
C4H4O2 | ωB97M-V/def2-TZVPD

Structure (XYZ):
```
10
Properties=species:S:1:pos:R:3:mulliken_charge:R:1
O -2.89 -0.92 -0.30 -0.40
C -2.28 -0.03 -0.85 -0.11
C -0.87 0.15 -0.56 0.30
C 0.23 0.02 -0.08 -0.09
C 1.44 -0.27 0.69 -0.27
O 1.77 0.74 1.62 -0.50
H -2.77 0.65 -1.57 0.29
H 1.23 -1.21 1.21 0.22
H 2.30 -0.45 0.03 0.25
H 1.07 1.39 1.64 0.32
```

Properties
**Multiplicity**: 1
**HOMO level**: -10.39 eV
**Orbital gap**: 10.2 eV

***

#Q
C4H4O2 | ωB97M-V/def2-TZVPD

Structure (XYZ):
```
10
Properties=species:S:1:pos:R:3:mulliken_charge:R:1
C -2.51 -0.90 -0.44 -0.01
C 0.11 -0.59 -0.77 -0.18
C -1.63 -0.98 0.35 -0.08
C 1.63 0.91 0.26 -0.59
O -0.29 -0.85 0.55 -0.23
O 1.04 0.17 -0.88 -0.05
H -3.63 -0.94 -0.57 0.28
H 1.22 0.34 1.13 0.33
H 1.38 1.92 0.09 0.25
H 2.68 0.93 0.28 0.27
```

Properties
**Multiplicity**: 1
**HOMO level**: -8.79 eV
**Orbital gap**: 9.5 eV

***

Most stable structure, least stable structure: #P, #Q.

***

#P
C4H4O2 | ωB97M-V/def2-TZVPD

Structure (XYZ):
```
10
Properties=species:S:1:pos:R:3:mulliken_charge:R:1
O 2.31 -1.06 -0.25 -0.53
C 1.35 -0.44 0.09 0.56
O 1.25 0.91 0.35 -0.34
C -0.15 0.73 0.69 -0.13
C -0.85 0.12 -0.61 -0.67
C -0.12 -0.72 0.35 -0.24
H -0.87 1.51 0.62 0.42
H -1.95 0.06 -0.54 0.31
H -0.45 0.48 -1.54 0.28
H -0.53 -1.58 0.84 0.36
```

Properties
**Multiplicity**: 1
**HOMO level**: -9.64 eV
**Orbital gap**: 10.5 eV

***

#Q
C4H4O2 | ωB97M-V/def2-TZVPD

Structure (XYZ):
```
10
Properties=species:S:1:pos:R:3:mulliken_charge:R:1
C 1.96 -1.00 -0.05 0.17
C 1.15 -0.14 -0.26 -0.50
C 0.18 0.96 -0.40 -0.36
O -1.21 0.62 -0.45 -0.28
C -1.66 -0.35 0.37 0.20
O -2.78 -0.33 0.80 -0.46
H 2.63 -1.79 0.24 0.41
H 0.34 1.54 -1.31 0.26
H 0.32 1.61 0.47 0.27
H -0.92 -1.14 0.58 0.29
```

Properties
**Multiplicity**: 1
**HOMO level**: -10.48 eV
**Orbital gap**: 11.2 eV

***

Most stable structure, least stable structure: #Q, #P.